The following is a DFT calculation (wB97M-V/def2-TZVPD) of 8 unconnected molecules or ions with the total composition C13H42O8.

Positions of all 63 atoms, in Å:
C: -1.363 4.725 -0.775
C: -0.612 3.858 0.230
C: 0.407 3.004 -0.527
O: 0.038 4.666 1.197
H: -2.091 5.408 -0.327
H: -1.901 4.148 -1.530
H: -0.679 5.394 -1.310
H: -1.351 3.249 0.753
H: -0.022 2.268 -1.204
H: 1.039 2.485 0.200
H: 1.069 3.667 -1.090
H: 0.706 5.191 0.742
C: 5.518 -1.032 3.536
C: 4.123 -1.609 3.451
C: 3.203 -0.805 2.556
O: 4.173 -2.928 2.839
H: 5.511 -0.032 3.970
H: 5.972 -1.002 2.546
H: 6.171 -1.661 4.148
H: 3.627 -1.805 4.407
H: 3.022 0.169 3.029
H: 2.218 -1.255 2.455
H: 3.677 -0.611 1.595
H: 4.784 -3.456 3.366
C: -3.146 -3.821 -2.251
C: -2.631 -2.605 -1.490
C: -1.688 -1.795 -2.375
O: -3.744 -1.818 -1.128
H: -3.858 -4.387 -1.646
H: -2.351 -4.497 -2.563
H: -3.703 -3.470 -3.123
H: -2.087 -2.979 -0.610
H: -1.295 -0.917 -1.864
H: -2.239 -1.518 -3.277
H: -0.812 -2.363 -2.704
H: -3.433 -1.021 -0.656
C: 2.696 0.317 -2.577
C: 2.880 -1.185 -2.391
O: 2.801 -1.533 -1.038
H: 1.657 0.519 -2.310
H: 2.927 0.651 -3.587
H: 3.371 0.782 -1.858
H: 3.858 -1.460 -2.798
H: 2.194 -1.800 -2.988
H: 1.909 -1.384 -0.687
C: -4.795 1.463 -1.293
C: -4.024 1.673 -0.020
O: -3.051 0.621 0.083
H: -5.541 2.249 -1.433
H: -5.309 0.502 -1.346
H: -4.145 1.459 -2.172
H: -4.693 1.687 0.848
H: -3.473 2.619 -0.027
H: -2.446 0.801 0.817
O: -0.892 0.934 2.094
H: -1.169 0.595 2.954
H: -0.346 1.708 2.293
O: 0.363 -0.667 0.141
H: 0.187 -1.435 0.713
H: 0.001 0.094 0.628
O: -0.335 -3.027 1.591
H: -1.121 -3.584 1.553
H: 0.241 -3.444 2.243

Summary:
E_tot   -30542.0398 eV
Orbital gap   9.392 eV
F_max   1.58 eV Å⁻¹
HOMO energy   -9.4 eV
ΔE to the lowest compared entry with this formula, charge and spin   57.0 kJ/mol
Total charge   0
SMILES   CC(C)O.CC(C)O.CC(C)O.CCO.CCO.O.O.O

Table of natural (NBO) atomic charges, one value per atom, all in e: -0.637, 0.087, -0.639, -0.721, 0.216, 0.216, 0.200, 0.169, 0.229, 0.210, 0.204, 0.464, -0.634, 0.091, -0.618, -0.732, 0.212, 0.221, 0.203, 0.156, 0.195, 0.212, 0.233, 0.458, -0.618, 0.106, -0.638, -0.758, 0.208, 0.206, 0.206, 0.132, 0.228, 0.200, 0.204, 0.501, -0.636, -0.050, -0.749, 0.203, 0.203, 0.208, 0.160, 0.149, 0.499, -0.638, -0.057, -0.768, 0.211, 0.229, 0.215, 0.162, 0.158, 0.499, -0.968, 0.494, 0.497, -1.000, 0.500, 0.493, -0.959, 0.487, 0.486

***

The following is a DFT calculation (wB97M-V/def2-TZVPD) of 8 unconnected molecules or ions with the total composition C13H42O8.

Positions of all 63 atoms, in Å:
C: -2.645 -3.173 -0.794
O: -1.849 -2.033 -0.688
H: -2.127 -3.928 -0.201
H: -3.682 -3.044 -0.485
H: -2.690 -3.583 -1.803
H: -1.754 -1.790 0.236
O: 0.193 0.460 0.492
H: -0.307 -0.355 0.459
H: -0.177 0.998 -0.208
C: 3.307 -1.478 2.635
C: 3.167 0.083 2.447
O: 1.912 0.696 2.797
H: 2.558 -2.036 2.074
H: 3.082 -1.900 3.615
H: 4.225 -1.845 2.177
H: 3.311 0.243 1.378
H: 3.960 0.667 2.913
H: 1.350 0.702 2.019
C: -2.471 3.185 1.413
C: -1.187 3.401 0.594
O: -1.392 4.635 -0.129
H: -3.364 3.152 0.788
H: -2.626 3.948 2.177
H: -2.368 2.269 1.995
H: -0.963 2.551 -0.051
H: -0.432 3.539 1.367
H: -0.704 4.761 -0.786
C: 2.896 1.823 -1.393
C: 2.331 3.198 -1.396
O: 1.208 3.312 -2.166
H: 3.951 1.911 -1.134
H: 2.733 1.322 -2.347
H: 2.443 1.131 -0.683
H: 3.059 3.940 -1.727
H: 1.965 3.476 -0.408
H: 1.236 4.224 -2.464
C: -2.537 1.055 -2.254
C: -1.375 1.281 -3.215
O: -0.261 0.772 -2.570
H: -2.522 1.781 -1.441
H: -2.631 0.004 -1.979
H: -3.505 1.272 -2.706
H: -1.372 2.314 -3.562
H: -1.474 0.669 -4.111
H: 0.447 1.417 -2.506
C: 3.013 -2.766 -1.064
C: 1.563 -2.338 -1.332
O: 0.774 -3.193 -2.134
H: 3.610 -2.763 -1.976
H: 3.074 -3.671 -0.460
H: 3.615 -1.958 -0.648
H: 1.616 -1.490 -2.015
H: 1.043 -2.138 -0.396
H: -0.159 -2.976 -2.083
C: -3.321 -2.155 2.677
C: -1.894 -2.895 2.647
O: -0.964 -2.091 2.075
H: -4.124 -2.635 3.237
H: -3.568 -2.041 1.622
H: -3.178 -1.141 3.050
H: -2.033 -3.793 2.045
H: -1.624 -3.232 3.647
H: -0.361 -1.752 2.740

Summary:
E_tot   -30529.5296 eV
⟨S²⟩   0.75
Orbital gap (spin up / spin down)   9.628 / 3.015 eV
F_max   4.31 eV Å⁻¹
HOMO energy (spin up / spin down)   -12.4 / -12.4 eV
Multiplicity   2
ΔE to the lowest compared entry with this formula, charge and spin   0.0 kJ/mol
Total charge   +1

Table of natural (NBO) atomic charges, one value per atom, all in e: -0.263, -0.775, 0.164, 0.193, 0.183, 0.497, -0.965, 0.475, 0.494, -0.643, -0.060, -0.741, 0.174, 0.225, 0.213, 0.142, 0.189, 0.493, -0.625, -0.058, -0.725, 0.212, 0.224, 0.205, 0.132, 0.171, 0.465, -0.653, -0.070, -0.747, 0.234, 0.203, 0.210, 0.172, 0.170, 0.488, -0.646, -0.070, -0.756, 0.212, 0.221, 0.220, 0.186, 0.166, 0.501, -0.661, -0.114, -0.220, 0.255, 0.266, 0.269, 0.346, 0.266, 0.535, -0.635, -0.062, -0.766, 0.231, 0.187, 0.215, 0.159, 0.181, 0.505

***

The following is a DFT calculation (wB97M-V/def2-TZVPD) of 8 unconnected molecules or ions with the total composition C13H43O8.

Positions of all 64 atoms, in Å:
O: 4.184 -16.354 -16.196
H: 4.500 -17.179 -16.573
H: 4.729 -16.098 -15.448
H: 3.265 -16.369 -15.919
C: 3.443 -13.995 -9.206
C: 1.976 -14.484 -9.557
C: 1.591 -13.962 -10.947
O: 1.979 -15.904 -9.602
H: 3.823 -14.485 -8.310
H: 3.420 -12.915 -9.063
H: 4.049 -14.281 -10.066
H: 1.345 -14.093 -8.759
H: 1.595 -12.872 -10.979
H: 0.566 -14.225 -11.208
H: 2.220 -14.289 -11.776
H: 1.101 -16.249 -9.780
C: 5.376 -16.993 -21.960
C: 4.049 -16.272 -22.240
C: 2.953 -16.840 -21.343
O: 4.130 -14.943 -21.825
H: 5.305 -18.010 -22.348
H: 5.668 -16.960 -20.910
H: 6.240 -16.561 -22.464
H: 3.788 -16.258 -23.299
H: 2.702 -17.868 -21.602
H: 2.041 -16.271 -21.522
H: 3.253 -16.686 -20.306
H: 3.246 -14.599 -21.973
C: 1.647 -9.287 -16.325
C: 1.527 -10.784 -16.236
C: 1.032 -11.460 -17.539
O: 2.771 -11.313 -15.901
H: 2.323 -8.806 -17.033
H: 1.961 -8.958 -15.334
H: 0.650 -8.848 -16.354
H: 0.789 -11.020 -15.470
H: 0.865 -12.513 -17.316
H: 1.700 -11.381 -18.397
H: 0.032 -11.090 -17.766
H: 3.377 -11.224 -16.640
C: 3.406 -19.797 -12.330
O: 3.772 -18.426 -12.360
H: 3.975 -20.254 -11.520
H: 2.343 -19.994 -12.188
H: 3.777 -20.303 -13.222
H: 3.385 -18.011 -11.587
C: 8.271 -14.962 -13.526
O: 7.708 -16.099 -14.099
H: 9.330 -15.027 -13.275
H: 8.199 -14.043 -14.108
H: 7.848 -14.851 -12.528
H: 8.264 -16.806 -13.764
C: 6.377 -20.718 -16.928
O: 5.187 -20.040 -17.318
H: 7.142 -19.966 -16.736
H: 6.408 -21.285 -15.997
H: 6.746 -21.273 -17.790
H: 4.503 -20.714 -17.347
C: -0.073 -18.498 -16.121
O: 0.438 -17.210 -15.658
H: 0.663 -19.263 -16.367
H: -0.781 -18.793 -15.346
H: -0.692 -18.377 -17.010
H: -0.337 -16.834 -15.234

Summary:
E_tot   -30547.3970 eV
Orbital gap   8.293 eV
F_max   2.34 eV Å⁻¹
HOMO energy   -12.1 eV
ΔE to the lowest compared entry with this formula, charge and spin   374.3 kJ/mol
Total charge   +1

Table of natural (NBO) atomic charges, one value per atom, all in e: -0.748, 0.581, 0.576, 0.581, -0.616, 0.101, -0.637, -0.739, 0.222, 0.214, 0.198, 0.167, 0.217, 0.202, 0.201, 0.469, -0.627, 0.091, -0.621, -0.716, 0.215, 0.201, 0.224, 0.168, 0.211, 0.197, 0.195, 0.461, -0.644, 0.101, -0.633, -0.728, 0.214, 0.219, 0.214, 0.174, 0.200, 0.204, 0.216, 0.464, -0.253, -0.744, 0.173, 0.171, 0.173, 0.481, -0.263, -0.738, 0.175, 0.184, 0.166, 0.478, -0.267, -0.745, 0.178, 0.181, 0.183, 0.474, -0.261, -0.757, 0.185, 0.180, 0.177, 0.478

***

The following is a DFT calculation (wB97M-V/def2-TZVPD) of a molecular structure, C13H44N16O15Zn2.

Positions of all 90 atoms, in Å:
Zn: 1.782 0.646 2.283
Zn: -3.041 -0.792 0.280
C: -0.582 -0.242 0.598
O: -1.330 -0.755 1.430
O: 0.549 0.286 0.763
O: -1.192 -0.141 -0.471
C: 4.384 -0.973 0.771
O: 3.475 -0.191 1.094
N: 5.198 -0.892 -0.293
N: 4.640 -2.072 1.519
H: 5.833 -1.624 -0.578
H: 4.999 -0.130 -0.926
H: 4.089 -1.975 2.360
H: 5.436 -2.693 1.486
C: -0.574 1.889 4.017
O: 0.482 1.250 3.847
N: -1.703 1.496 3.622
N: -0.533 2.957 4.692
H: -2.528 1.988 3.933
H: -1.810 0.780 2.917
H: -1.421 3.438 4.730
H: 0.319 3.263 5.139
C: -3.985 2.203 0.971
O: -3.493 1.109 0.861
N: -3.384 3.266 0.743
N: -5.181 2.386 1.401
H: -2.403 3.370 0.525
H: -3.912 4.081 1.021
H: -5.469 3.345 1.532
H: -5.852 1.642 1.268
C: 1.385 -2.141 3.586
O: 1.807 -1.015 3.501
N: 0.166 -2.433 3.209
N: 2.090 -3.113 4.090
H: -0.389 -1.688 2.813
H: -0.194 -3.364 3.052
H: 1.539 -3.873 4.463
H: 2.884 -2.891 4.674
C: 3.596 1.074 -2.668
O: 4.653 1.202 -2.092
N: 3.493 1.022 -3.983
N: 2.429 0.929 -2.007
H: 4.300 1.461 -4.403
H: 2.599 1.043 -4.452
H: 1.612 0.876 -2.599
H: 2.398 0.823 -1.003
C: 2.473 3.482 1.047
O: 2.024 2.494 1.560
N: 2.806 4.595 1.604
N: 2.648 3.653 -0.233
H: 3.285 5.348 1.131
H: 2.951 4.555 2.603
H: 3.067 4.504 -0.579
H: 2.741 2.781 -0.734
C: -2.447 -3.691 -1.100
O: -2.510 -2.629 -0.557
N: -3.379 -4.617 -0.849
N: -1.551 -4.150 -1.908
H: -4.024 -4.691 -0.076
H: -3.105 -5.507 -1.239
H: -0.849 -3.441 -2.066
H: -1.489 -5.104 -2.234
C: -4.082 -0.386 -2.665
O: -3.935 -0.630 -1.468
N: -3.801 -1.216 -3.625
N: -4.461 0.719 -3.247
H: -3.791 -0.857 -4.569
H: -3.458 -2.157 -3.494
H: -4.546 1.604 -2.768
H: -4.875 0.657 -4.166
C: 1.647 -2.969 -0.938
C: 1.768 -4.504 -1.083
O: 0.880 -5.208 -0.276
O: 0.613 -2.395 -1.697
H: 2.542 -2.436 -1.259
H: 1.554 -2.688 0.110
H: 2.762 -4.735 -0.700
H: 1.765 -4.877 -2.108
H: 0.026 -5.016 -0.669
H: 0.515 -1.499 -1.368
C: -1.105 3.448 -1.511
C: -1.547 2.400 -2.480
O: -0.353 1.623 -2.796
O: -0.945 2.811 -0.221
H: -1.936 4.140 -1.370
H: -0.168 3.898 -1.839
H: -1.844 3.006 -3.336
H: -2.389 1.837 -2.077
H: -0.318 0.934 -2.129
H: -0.323 2.090 -0.340

Summary:
E_tot   -165569.3855 eV
⟨S²⟩   0.76
Orbital gap (spin up / spin down)   8.918 / 4.245 eV
F_max   7.19 eV Å⁻¹
HOMO energy (spin up / spin down)   -16.4 / -16.4 eV
Multiplicity   2
Total charge   +3

Table of Löwdin atomic charges, one value per atom, all in e: 0.810, 0.905, -0.848, 0.098, 0.057, 0.159, -0.630, -0.022, 0.212, 0.183, 0.133, 0.054, 0.087, 0.128, -0.739, -0.010, 0.238, 0.234, 0.141, 0.098, 0.137, 0.155, -0.778, 0.020, 0.242, 0.222, 0.088, 0.148, 0.138, 0.147, -0.712, 0.016, 0.222, 0.217, 0.076, 0.137, 0.133, 0.142, -0.711, 0.037, 0.197, 0.176, 0.135, 0.119, 0.075, 0.074, -0.710, 0.041, 0.209, 0.214, 0.139, 0.140, 0.139, 0.086, -0.708, 0.031, 0.200, 0.206, 0.134, 0.118, 0.093, 0.153, -0.657, 0.000, 0.216, 0.196, 0.138, 0.132, 0.130, 0.141, -0.207, -0.227, -0.040, -0.078, 0.116, 0.114, 0.127, 0.133, 0.041, 0.054, -0.180, -0.190, -0.061, -0.098, 0.125, 0.135, 0.138, 0.098, 0.031, 0.048